1.
Computed, not measured: C6H10O as an isolated structure in a non-equilibrium geometry, with wB97M-V/def2-TZVPD.

Cartesian coordinates (Å):
O -1.26 -0.08 -0.18
C 0.40 -1.15 0.66
C 0.67 0.40 0.93
C 0.11 1.86 -1.14
C 0.88 -0.73 -0.59
C -0.96 -1.16 0.82
C 0.04 0.60 -0.40
H 1.92 -0.41 -0.72
H -0.49 2.56 -0.66
H -1.41 -0.89 1.69
H -0.01 1.00 1.49
H -1.50 -2.10 0.41
H 1.17 -1.65 1.55
H 1.11 2.10 -1.18
H -0.02 1.57 -2.25
H 1.68 0.88 1.04
H 0.83 -1.38 -1.59

Computed properties:
Highest occupied orbital energy: -8.944 eV
ΔE to the lowest compared entry with this formula, charge and spin: 437.41 kJ/mol
Gap between HOMO and LUMO: 9.9 eV
Total charge: 0
E_tot: -8426.707 eV
Largest force on an atom: 11.88 eV/A

=====

2.
Computed, not measured: a 15-piece molecular cluster, C22H74N10O15 overall in a non-equilibrium geometry, with wB97M-V/def2-TZVPD.

Cartesian coordinates (Å):
O -2.21 -4.47 1.40
O -0.07 -1.42 0.30
O -3.07 1.91 -0.26
O -3.58 0.32 -2.33
O 2.00 3.44 -1.68
O -1.07 0.67 -3.21
O 3.02 -0.55 0.21
O 1.75 -1.76 5.20
O 2.20 1.52 4.51
O -0.11 0.56 3.21
O -3.25 -2.06 -0.48
O -2.44 5.63 -1.09
O 1.21 -6.95 0.46
O 0.75 -2.11 -4.50
O 0.14 4.55 0.15
N -1.94 3.18 1.29
N -2.76 -2.47 -2.68
N -3.50 1.93 2.10
N -1.33 -3.40 3.26
N -2.35 -0.13 3.46
N -2.69 -2.23 1.98
N -0.78 -1.14 4.62
N 0.09 -1.96 -2.28
N 2.05 -1.27 -2.81
N -2.42 -4.13 -1.35
C -2.09 -3.38 2.23
C 0.34 0.94 -0.28
C 2.88 2.10 3.36
C 0.11 1.29 -3.71
C 2.66 -1.86 4.10
C -1.74 3.85 -2.58
C -0.70 -0.21 0.07
C 0.94 -1.76 -3.20
C 1.89 -1.90 2.81
C -1.07 -0.17 3.76
C -2.82 2.35 1.03
C -2.57 5.04 -2.34
C -4.28 0.79 -4.44
C 1.13 4.45 1.09
C 4.32 -0.64 0.86
C 0.92 -5.93 -0.48
C 5.58 -0.57 -0.03
C -4.20 1.31 -3.07
C 3.35 1.68 -2.37
C 1.02 -4.60 0.30
C 3.21 2.71 -1.43
C -2.80 -2.89 -1.48
H 2.22 -2.06 6.01
H 6.45 -0.74 0.63
H -1.32 0.07 0.86
H 0.17 -1.78 -1.24
H 2.34 -0.87 0.84
H -2.36 5.83 -3.09
H -0.76 4.20 -2.37
H -3.16 6.28 -0.87
H 0.18 -1.45 4.82
H 4.31 0.09 1.60
H -3.10 0.83 -1.62
H 1.83 5.28 1.09
H -1.42 -0.26 -0.68
H -3.60 4.81 -2.52
H 3.08 3.23 3.34
H -0.78 0.12 -2.46
H -3.08 -3.02 -3.47
H 4.04 3.38 -1.50
H 0.95 0.67 -1.22
H -3.55 2.48 2.96
H 3.24 2.00 -3.43
H 5.56 -1.19 -0.84
H -4.78 1.57 -5.02
H 1.73 3.48 1.05
H -0.53 -1.71 1.11
H 2.53 0.99 -2.26
H 3.23 -2.80 4.12
H -3.04 -0.46 4.08
H 0.66 -3.72 -0.24
H -2.27 -4.51 -0.44
H 1.56 -5.91 -1.37
H -1.40 3.12 2.20
H -4.90 -0.10 -4.47
H -1.54 -1.68 5.16
H 1.52 -0.93 2.65
H 1.88 0.65 4.31
H 0.69 4.44 2.08
H -1.01 -2.45 3.69
H 0.62 -4.55 1.29
H 1.96 3.91 -2.50
H -0.11 -5.99 -0.87
H 3.73 1.58 3.04
H 5.70 0.43 -0.43
H 2.07 -4.39 0.42
H -5.21 1.58 -2.56
H 1.02 0.79 -3.93
H -3.63 2.21 -3.05
H -3.29 0.52 -4.78
H 2.52 -2.15 1.99
H -1.81 3.11 -1.86
H -2.54 0.83 2.99
H 4.31 1.27 -2.29
H 2.33 1.86 2.46
H 3.28 2.33 -0.43
H 4.46 -1.62 1.39
H 2.19 -0.90 -1.90
H -1.70 3.55 -3.58
H -0.58 -4.14 3.47
H 0.44 2.07 -2.92
H 3.36 -1.10 4.11
H 1.10 1.06 0.52
H -1.49 3.72 0.51
H -1.80 -4.62 -2.02
H 1.15 -7.74 0.00
H -2.62 -1.34 2.59
H -0.06 1.94 -0.42
H 0.47 3.99 -0.59
H -2.93 -1.42 -2.74
H -4.18 1.25 1.85
H -0.87 -2.28 -2.52
H 2.78 -1.15 -3.54
H -2.90 -2.02 0.97
H -0.08 1.90 -4.63
H 1.01 -2.59 2.70

Computed properties:
Highest occupied orbital energy: -8.288 eV
ΔE to the lowest compared entry with this formula, charge and spin: 102.53 kJ/mol
Gap between HOMO and LUMO: 8.1 eV
Total charge: 0
E_tot: -69621.728 eV
Largest force on an atom: 9.03 eV/A

=====

3.
Computed, not measured: a 2-piece molecular cluster, C4H7N5S overall in a non-equilibrium geometry, with wB97M-V/def2-TZVPD.

Cartesian coordinates (Å):
S -1.87 -0.52 1.82
N 1.12 -0.72 -1.31
N 1.68 0.21 -2.17
N -0.46 0.06 -2.42
N 0.47 0.40 2.05
N -0.13 1.07 1.09
C -1.28 0.70 0.75
C 0.72 0.65 -2.82
C -0.30 -0.57 2.77
C -0.18 -0.87 -1.48
H 0.13 -1.60 2.82
H 1.47 0.37 2.23
H 0.70 1.39 -3.49
H -2.06 1.15 0.23
H -0.53 -0.38 3.87
H -1.18 0.01 -3.10
H 1.72 -1.34 -0.83

Computed properties:
Highest occupied orbital energy: -7.430 eV
ΔE to the lowest compared entry with this formula, charge and spin: 410.20 kJ/mol
Gap between HOMO and LUMO: 8.3 eV
Total charge: 0
E_tot: -22543.225 eV
Largest force on an atom: 4.04 eV/A

=====

4.
Computed, not measured: one molecule with the formula C21H32N4O4 in a non-equilibrium geometry, with wB97M-V/def2-TZVPD.

Cartesian coordinates (Å):
O 1.45 3.45 -1.65
O -6.80 -0.99 0.22
O -4.90 -1.82 0.75
O 0.39 1.39 1.09
N 1.93 -1.30 -0.31
N 1.99 1.34 -1.02
N -5.61 -0.91 0.40
N -0.90 1.01 0.96
C 3.69 0.27 1.91
C -4.99 0.38 0.17
C 2.73 0.98 -2.21
C 2.50 -1.48 -1.64
C 2.72 -0.90 2.01
C -2.27 -2.74 -1.22
C -3.03 1.77 0.19
C 0.16 -3.12 -0.53
C -3.63 0.53 0.42
C 2.75 -1.82 0.78
C -0.82 3.19 0.15
C -5.76 1.43 -0.31
C -3.81 2.82 -0.30
C -1.31 -3.41 -0.24
C 1.40 2.52 -0.86
C 0.59 2.66 0.45
C 3.54 1.21 3.10
C -5.16 2.65 -0.54
C -1.61 1.94 0.44
C 0.52 -1.66 -0.21
C 3.47 -0.34 -1.98
H -2.09 -3.10 -2.24
H -2.14 -1.66 -1.22
H -0.03 -1.00 -0.89
H -6.81 1.27 -0.50
H 1.69 -1.47 -2.37
H -3.35 3.78 -0.48
H 4.02 -0.59 -2.88
H 2.05 0.88 -3.06
H 4.24 2.04 3.02
H 1.71 -0.51 2.14
H 3.78 -1.91 0.43
H 1.81 0.55 -0.38
H 0.77 -3.78 0.08
H 0.19 -1.43 0.81
H -5.75 3.47 -0.92
H -0.89 3.52 -0.89
H 2.96 -1.49 2.89
H 3.43 1.79 -2.44
H 3.51 0.82 0.99
H 4.72 -0.12 1.87
H 2.53 1.60 3.13
H 3.74 0.69 4.03
H -3.29 -2.96 -0.94
H -1.47 -4.49 -0.29
H 1.16 3.30 1.14
H -3.05 -0.29 0.80
H 3.02 -2.44 -1.73
H -1.56 -3.09 0.77
H 0.38 -3.34 -1.58
H -1.12 4.01 0.80
H 4.19 -0.21 -1.17
H 2.42 -2.83 1.07

Computed properties:
Highest occupied orbital energy: -8.528 eV
ΔE to the lowest compared entry with this formula, charge and spin: 539.95 kJ/mol
Gap between HOMO and LUMO: 7.9 eV
Total charge: 0
E_tot: -36443.558 eV
Largest force on an atom: 1.31 eV/A
SMILES: CCCCN(CCCC)CCCNC(=O)[C@H]1CC(c2cccc([N+](=O)[O-])c2)=NO1

=====

5.
Computed, not measured: a 2-piece molecular cluster, C2H4N2O overall in a non-equilibrium geometry, with wB97M-V/def2-TZVPD.

Cartesian coordinates (Å):
O 0.82 -0.37 0.12
N -2.75 -0.42 0.59
N 0.48 -0.16 1.40
C -2.57 0.36 -0.18
C 1.93 -0.09 -0.45
H 2.85 0.40 -0.12
H -2.40 0.93 -1.34
H 2.07 -0.13 -1.51
H -0.43 -0.52 1.50

Computed properties:
Highest occupied orbital energy (alpha / beta): -8.203 / -9.024 eV
ΔE to the lowest compared entry with this formula, charge and spin: 638.36 kJ/mol
Gap between HOMO and LUMO (alpha / beta): 8.4 / 9.4 eV
Total charge: 0
E_tot: -7159.863 eV
Largest force on an atom: 9.38 eV/A

=====

6.
Computed, not measured: a 2-piece molecular cluster, C4H8N overall in a non-equilibrium geometry, with wB97M-V/def2-TZVPD.

Cartesian coordinates (Å):
N -1.59 0.31 -0.58
C 0.87 -1.23 -0.31
C 1.23 1.44 0.16
C 0.63 0.14 -0.08
C -2.46 -0.16 0.17
H -2.45 -0.68 1.04
H -3.49 -0.11 -0.35
H 2.32 1.45 0.40
H 0.93 -1.32 0.84
H 0.73 1.99 0.95
H 1.22 1.78 -0.89
H 1.85 -1.65 -0.52
H 0.20 -1.96 -0.83

Computed properties:
Highest occupied orbital energy (alpha / beta): -14.126 / -14.119 eV
ΔE to the lowest compared entry with this formula, charge and spin: 514.35 kJ/mol
Gap between HOMO and LUMO (alpha / beta): 8.7 / 8.4 eV
Total charge: +1
E_tot: -5754.533 eV
Largest force on an atom: 4.17 eV/A

=====

7.
Computed, not measured: a 4-piece molecular cluster, C16H31IO6S overall in a non-equilibrium geometry, with wB97M-V/def2-TZVPD.

Cartesian coordinates (Å):
I -1.61 2.61 -0.64
S -1.11 0.37 2.41
O -3.63 -2.63 -0.76
O -2.53 0.36 1.98
O 0.83 5.37 -1.30
O -0.31 1.74 1.97
O -1.06 0.30 3.89
O 3.22 -3.39 0.34
C 0.44 0.45 -0.06
C -5.87 -2.55 0.01
C 1.22 7.07 -2.89
C 4.73 -5.21 0.19
C 4.22 -3.97 -0.51
C -0.23 -1.11 1.79
C 2.89 -4.33 1.37
C 3.50 -5.66 0.97
C 0.99 -0.60 0.95
C -5.03 -1.59 0.84
C 0.65 6.63 -0.65
C -4.99 -2.75 -1.21
C 1.35 5.59 -2.61
C -3.63 -2.08 0.57
C 0.00 1.80 0.58
C 1.37 7.67 -1.50
H -6.86 -2.17 -0.24
H 3.32 -3.97 2.32
H 5.00 -3.23 -0.70
H -6.00 -3.50 0.54
H -5.15 -0.57 0.47
H 1.35 -1.45 0.36
H 1.18 0.66 -0.84
H 0.23 7.30 -3.29
H -0.42 -0.01 -0.58
H 2.40 5.27 -2.62
H 0.80 4.97 -3.33
H -5.13 -3.73 -1.68
H 5.11 -5.96 -0.50
H 1.75 -0.21 1.64
H 1.96 7.44 -3.60
H -5.17 -1.98 -1.97
H 0.94 8.66 -1.40
H 1.05 6.58 0.37
H 0.17 -1.67 2.65
H 3.74 -4.22 -1.47
H -0.92 -1.70 1.18
H 0.85 2.48 0.50
H -0.42 6.84 -0.59
H 3.73 -6.30 1.82
H -5.28 -1.60 1.90
H 5.53 -4.95 0.88
H 2.43 7.71 -1.22
H -2.89 -1.29 0.63
H 1.80 -4.38 1.48
H 2.82 -6.20 0.31
H -3.34 -2.89 1.26

Computed properties:
Highest occupied orbital energy: -9.178 eV
Gap between HOMO and LUMO: 9.6 eV
Total charge: 0
E_tot: -48312.963 eV
Largest force on an atom: 6.30 eV/A
SMILES: O=S1(=O)CCC[C@@H](I)O1.C1CCOC1.C1CCOC1.C1CCOC1

=====

8.
Computed, not measured: one molecule with the formula C2H3NO3 in a non-equilibrium geometry, with wB97M-V/def2-TZVPD.

Cartesian coordinates (Å):
O 0.77 -0.53 -1.00
O 0.23 1.35 1.91
O -1.43 -0.64 -0.81
N -0.08 0.53 0.93
C -0.54 -0.79 -1.60
C 0.79 -0.06 0.31
H -0.52 -1.41 -2.64
H 1.12 1.43 2.27
H 1.90 -0.14 0.79

Computed properties:
Highest occupied orbital energy: -9.609 eV
ΔE to the lowest compared entry with this formula, charge and spin: 479.10 kJ/mol
Gap between HOMO and LUMO: 10.3 eV
Total charge: 0
E_tot: -9751.124 eV
Largest force on an atom: 4.60 eV/A
SMILES: O=CO/C=N/O